1.
Here is an isolated molecule of C4H7NO from the Open Molecules 2025 dataset. Energies are from the ωB97M-V functional and the def2-TZVPD basis.

Geometry as XYZ:
```
13
Properties=species:S:1:pos:R:3:forces:R:3
C -1.571 -0.384 0.378 -0.3 0.2 0.2
C -0.249 -0.168 -0.275 -1.4 0.8 -1.2
C 0.661 1.052 -0.127 -0.3 0.2 0.1
C 1.737 0.058 0.336 0.2 0.1 -0.6
O 2.873 0.164 0.707 -1.1 -0.4 -0.2
N 0.862 -1.089 0.182 -0.2 -0.3 -1.8
H -1.839 -1.447 0.325 0.0 0.3 0.0
H -1.565 -0.089 1.427 0.0 0.1 0.0
H -2.304 0.201 -0.181 -0.3 0.0 0.3
H -0.425 -0.394 -1.406 -0.3 0.8 1.2
H 0.891 1.527 -1.086 0.1 0.1 0.3
H 0.332 1.797 0.595 0.1 0.0 0.0
H 0.599 -1.229 -0.875 3.2 -1.8 1.8
```
Forces are in eV/Å.

**Spin multiplicity**: 1
**Gap between HOMO and LUMO**: 0.38156 Ha
**Energy above the lowest of the compared OMol25 structures with the same formula, charge and spin**: 294.2 kJ/mol
**HOMO energy**: -9.72 eV
**SMILES**: C[C@H]1CC(=O)N1



2.
Here is C6H8N2O2 as an isolated structure from the Open Molecules 2025 dataset. Energies are from the ωB97M-V functional and the def2-TZVPD basis.

Geometry as XYZ:
```
18
Properties=species:S:1:pos:R:3:forces:R:3
C -2.719 -0.137 -0.132 0.3 2.7 1.2
C -2.246 1.219 0.051 -0.4 0.6 -1.2
C -1.714 -0.959 0.148 0.2 0.3 -0.8
C -0.913 1.181 0.157 1.0 -1.0 1.6
C 1.971 -0.018 0.384 0.5 1.0 0.2
C 1.652 -1.178 -0.480 2.1 0.5 3.6
N -0.578 -0.207 0.209 4.3 -0.6 1.4
N 0.940 -0.963 0.738 -5.7 2.5 -0.7
O -1.783 -2.301 0.231 0.6 -0.3 -0.2
O 0.020 2.189 0.325 0.7 -1.8 -1.6
H -3.692 -0.356 -0.331 -2.4 -0.9 -0.4
H -2.722 2.194 0.027 -0.5 -0.4 -0.3
H 2.680 -0.074 1.195 0.8 0.0 -0.4
H 1.765 1.021 0.059 -0.2 -1.1 0.2
H 1.239 -1.059 -1.363 -2.2 0.8 -4.0
H 2.200 -2.033 -0.359 1.6 -2.1 -0.1
H -1.400 -2.490 1.083 0.3 -0.7 0.5
H -0.130 2.890 0.929 -1.0 0.5 1.0
```
Forces are in eV/Å.

**Spin multiplicity**: 1
**Gap between HOMO and LUMO**: 0.30821 Ha
**Energy above the lowest of the compared OMol25 structures with the same formula, charge and spin**: 548.4 kJ/mol
**HOMO energy**: -7.68 eV



3.
Here is an isolated ion of composition C6H9N and charge -1 from the Open Molecules 2025 dataset. Energies are from the ωB97M-V functional and the def2-TZVPD basis.

Geometry as XYZ:
```
16
Properties=species:S:1:pos:R:3:forces:R:3
C 1.008 1.428 0.263 -1.9 0.6 -1.3
C 1.800 0.943 -0.725 2.2 -0.8 0.9
N 1.424 -0.362 -0.970 -0.8 0.1 -0.5
C 0.192 -0.552 -0.381 -0.5 -0.3 -0.4
C -0.188 0.609 0.228 1.2 0.2 1.7
C -1.463 0.872 0.956 0.6 -0.4 1.2
C -0.542 -1.848 -0.288 -0.9 0.4 -0.2
H 1.144 2.309 0.863 0.0 0.4 -0.2
H 2.803 1.269 -0.974 -0.2 -0.1 -0.2
H 1.646 -0.911 -1.797 0.3 0.2 0.3
H -1.476 0.441 1.973 0.2 -0.1 -0.1
H -2.245 0.346 0.445 -0.8 0.2 -0.4
H -1.657 1.932 1.145 -0.1 -0.1 -0.6
H -0.593 -2.192 0.755 0.4 -0.1 -0.1
H -1.594 -1.642 -0.524 -0.1 -0.1 -0.2
H -0.258 -2.644 -0.970 0.3 0.0 0.0
```
Forces are in eV/Å.

**Spin multiplicity**: 2
**Gap between HOMO and LUMO (spin up / spin down)**: 0.10043 / 0.29606 Ha
**⟨S²⟩**: 0.750
**Charge**: -1
**Energy above the lowest of the compared OMol25 structures with the same formula, charge and spin**: 52.8 kJ/mol
**HOMO energy (spin up / spin down)**: 1.37 / -4.12 eV



4.
Here is a 14-piece molecular cluster, C35H71Cl26FN2OP overall from the Open Molecules 2025 dataset. Energies are from the ωB97M-V functional and the def2-TZVPD basis.

Geometry as XYZ:
```
137
Properties=species:S:1:pos:R:3:forces:R:3
N 1.724 -3.033 -0.400 1.2 1.3 0.3
C 2.697 -2.199 -0.309 -1.1 -0.8 -0.1
C 2.615 -0.958 0.576 0.2 -0.2 0.2
C 2.682 0.382 -0.210 0.6 -0.8 -0.4
P 4.442 0.941 -0.293 0.2 1.1 -1.2
O 4.507 2.274 -0.966 -0.2 -0.4 0.6
C 2.153 0.325 -1.652 -0.5 0.3 0.2
C 0.652 -0.021 -1.674 0.0 -0.1 -0.5
C -0.212 0.828 -0.721 -0.1 0.1 0.0
C -1.560 0.168 -0.326 0.3 0.0 0.1
C -1.495 -1.275 0.174 -0.5 0.1 -0.3
F -0.756 -1.352 1.367 0.0 0.1 -0.1
C 0.457 1.299 0.589 -0.6 0.4 0.1
N 1.949 1.480 0.499 0.1 -0.2 0.5
H 1.972 -3.813 -1.007 0.1 0.0 0.0
H 3.641 -2.350 -0.852 -0.1 0.1 0.1
H 3.498 -1.004 1.246 -0.3 0.0 0.0
H 1.734 -1.017 1.229 0.0 -0.1 -0.4
H 5.060 -0.105 -1.006 0.0 -0.2 0.3
H 4.949 0.907 1.023 -0.1 -0.2 0.0
H 2.732 -0.401 -2.240 -0.1 0.2 0.2
H 2.307 1.307 -2.122 0.1 -0.2 0.1
H 0.293 0.197 -2.694 0.1 -0.2 0.3
H 0.525 -1.097 -1.530 0.0 0.2 0.2
H -0.459 1.748 -1.274 0.0 -0.3 0.2
H -2.244 0.200 -1.184 0.1 0.0 0.2
H -2.009 0.786 0.472 -0.1 -0.2 -0.3
H -1.043 -1.974 -0.538 0.1 0.2 0.2
H -2.516 -1.621 0.388 0.3 0.1 0.1
H 0.249 0.655 1.450 0.2 -0.1 -0.4
H 0.052 2.295 0.833 0.2 -0.3 0.0
H 2.200 2.374 0.063 0.0 0.0 -0.3
H 2.309 1.530 1.455 0.0 0.1 0.1
Cl 8.109 2.262 -5.199 0.0 0.0 0.0
C 6.851 3.478 -4.847 0.0 0.1 0.0
C 5.734 2.916 -4.008 0.0 0.1 0.0
Cl 4.755 1.708 -4.889 0.0 0.0 0.0
H 6.489 3.858 -5.799 0.0 0.0 0.0
H 7.334 4.289 -4.305 0.0 0.0 0.0
H 5.060 3.716 -3.713 0.0 0.0 0.0
H 6.112 2.436 -3.115 0.0 -0.1 0.1
Cl -3.088 3.080 -1.764 0.0 -0.1 0.0
C -2.667 4.594 -0.923 0.0 0.1 0.0
C -1.534 5.314 -1.604 -0.2 0.1 0.0
Cl 0.001 4.400 -1.471 0.2 0.0 0.0
H -2.420 4.343 0.105 0.0 0.0 0.0
H -3.560 5.217 -0.923 0.0 0.0 0.0
H -1.373 6.282 -1.136 0.0 0.0 0.0
H -1.728 5.461 -2.663 0.0 -0.1 0.0
Cl 7.507 1.850 -0.698 0.0 0.0 0.0
C 9.133 1.109 -0.606 0.1 -0.1 -0.1
C 9.655 0.772 -1.981 0.1 0.0 0.1
Cl 8.732 -0.582 -2.695 0.0 0.1 0.0
H 9.066 0.223 0.018 -0.1 0.0 0.0
H 9.783 1.829 -0.113 0.0 0.0 -0.1
H 10.691 0.447 -1.913 0.0 0.0 0.1
H 9.594 1.617 -2.662 -0.1 0.0 0.0
Cl 5.367 -0.557 3.956 -0.2 -0.1 0.0
C 4.630 -1.492 5.294 0.1 0.0 0.1
C 3.176 -1.802 5.065 0.0 0.0 0.0
Cl 2.170 -0.324 5.078 -0.1 0.0 -0.1
H 4.770 -0.908 6.199 0.0 0.0 0.0
H 5.188 -2.422 5.382 0.0 0.0 -0.1
H 2.808 -2.449 5.859 0.0 0.1 0.1
H 3.017 -2.299 4.114 0.0 0.0 -0.1
Cl -5.320 4.558 1.356 0.0 0.0 0.0
C -6.981 4.213 0.787 -0.1 -0.1 0.0
C -7.001 3.526 -0.552 0.0 -0.1 0.1
Cl -6.455 4.599 -1.873 0.0 0.1 0.0
H -7.518 5.156 0.766 0.1 -0.1 -0.1
H -7.441 3.571 1.536 0.0 0.0 0.0
H -8.019 3.228 -0.791 0.0 0.0 0.0
H -6.367 2.643 -0.562 0.1 0.0 0.0
Cl -7.899 7.089 2.383 -0.1 0.2 0.0
C -8.038 7.401 4.132 0.0 0.0 0.1
C -7.556 6.224 4.941 0.1 0.0 0.1
Cl -8.623 4.807 4.764 0.0 0.0 0.0
H -9.077 7.637 4.345 0.0 -0.1 0.0
H -7.426 8.273 4.354 0.0 0.0 0.0
H -7.541 6.486 5.997 0.0 0.0 0.0
H -6.557 5.922 4.637 0.0 0.0 0.0
Cl 12.473 -4.314 -5.625 0.0 0.0 0.0
C 11.239 -3.084 -5.252 0.0 0.1 0.0
C 10.105 -3.645 -4.435 0.0 0.0 0.1
Cl 9.111 -4.800 -5.361 0.0 0.0 0.0
H 10.882 -2.673 -6.193 0.0 0.0 0.0
H 11.735 -2.295 -4.690 0.0 0.0 0.0
H 9.447 -2.837 -4.123 0.0 0.0 -0.1
H 10.470 -4.158 -3.549 0.0 0.0 0.0
Cl -10.260 2.004 -1.717 0.0 0.0 0.0
C -10.327 2.692 -3.364 0.0 0.0 -0.1
C -10.149 4.189 -3.363 0.0 0.0 0.0
Cl -11.528 5.029 -2.611 0.0 0.0 0.0
H -11.280 2.403 -3.798 0.0 0.0 0.0
H -9.524 2.229 -3.935 0.0 0.0 0.0
H -10.076 4.545 -4.389 0.0 0.0 0.0
H -9.249 4.482 -2.828 0.0 0.0 0.0
Cl 11.365 1.504 2.582 0.0 0.0 0.0
C 10.101 2.701 2.965 0.0 0.1 0.0
C 8.946 2.089 3.715 0.0 0.1 0.1
Cl 8.036 0.938 2.697 0.1 0.0 0.0
H 9.769 3.142 2.028 0.0 0.0 0.0
H 10.562 3.477 3.572 0.0 0.0 0.0
H 8.253 2.871 4.018 0.0 0.0 0.0
H 9.278 1.551 4.599 0.0 0.0 0.0
Cl 2.028 1.125 11.087 0.0 0.0 0.0
C 2.034 2.094 9.595 0.0 0.0 0.0
C 2.352 1.259 8.381 -0.1 0.0 -0.1
Cl 4.042 0.685 8.393 0.0 0.0 0.0
H 2.753 2.899 9.722 0.0 0.0 0.0
H 1.040 2.524 9.487 0.0 0.0 0.0
H 2.225 1.854 7.478 0.0 0.0 0.0
H 1.707 0.387 8.320 0.0 0.0 0.0
Cl -5.008 -4.417 -1.319 0.0 0.0 0.0
C -4.234 -4.494 0.284 0.0 0.0 0.0
C -5.075 -3.858 1.360 0.0 0.0 0.1
Cl -5.208 -2.086 1.166 0.0 0.0 0.0
H -3.262 -4.013 0.206 0.0 0.0 0.0
H -4.087 -5.547 0.518 -0.1 0.0 0.0
H -4.620 -4.039 2.332 0.0 0.0 0.0
H -6.082 -4.259 1.365 0.0 0.1 -0.1
Cl -9.254 -6.690 -1.442 0.0 0.0 0.0
C -7.722 -7.592 -1.328 0.0 0.0 0.1
C -7.445 -8.058 0.077 0.0 -0.1 -0.1
Cl -7.098 -6.694 1.179 0.0 -0.1 0.1
H -6.928 -6.945 -1.694 0.0 0.0 0.0
H -7.806 -8.453 -1.984 0.0 -0.1 0.0
H -6.567 -8.702 0.083 0.0 0.0 0.0
H -8.286 -8.608 0.491 0.0 0.1 0.0
Cl -7.552 -7.895 -4.675 0.0 0.1 -0.1
C -7.367 -9.227 -5.847 0.0 0.0 -0.1
C -8.502 -10.212 -5.744 0.0 0.0 -0.1
Cl -8.461 -11.107 -4.202 0.0 0.0 0.0
H -6.410 -9.705 -5.658 0.0 0.0 0.0
H -7.349 -8.783 -6.841 -0.1 0.0 0.0
H -8.426 -10.946 -6.544 0.0 0.0 0.0
H -9.466 -9.714 -5.812 0.0 0.0 0.0
```
Forces are in eV/Å.

**Spin multiplicity**: 1
**Gap between HOMO and LUMO**: 0.34738 Ha
**Charge**: +1
**Energy above the lowest of the compared OMol25 structures with the same formula, charge and spin**: 0.0 kJ/mol
**HOMO energy**: -11.76 eV